1.
Entry from the Open Molecules 2025 dataset: 3 unconnected molecules or ions with the total composition C22H43NO10P3S (ωB97M-V with the def2-TZVPD basis set).

CARTESIAN COORDINATES (ANGSTROEM)
N 5.106 0.415 5.510
C 4.264 1.373 4.743
C 3.143 2.010 5.697
C 1.950 1.011 6.098
C 0.651 1.317 5.187
C 0.094 2.773 5.041
C -1.129 3.108 4.136
C -1.773 1.894 3.372
C -1.241 0.432 3.554
C -0.028 0.123 4.461
P 3.597 0.507 3.193
S 4.183 -1.387 3.148
C 5.183 2.628 4.236
O 6.200 2.943 4.940
O 4.792 3.314 3.105
H 5.953 0.247 4.933
H 5.473 0.881 6.364
H 2.805 2.997 5.228
H 3.679 2.299 6.682
H 2.233 -0.093 6.125
H 1.633 1.304 7.173
H 0.643 3.587 5.646
H -1.516 4.178 4.014
H -2.662 2.104 2.673
H -1.729 -0.434 3.002
H 0.415 -0.931 4.599
H 4.190 1.096 2.009
H 2.180 0.618 3.015
O -3.845 2.350 -0.560
P -3.600 2.311 -2.072
O -4.022 0.721 -2.298
C -5.370 0.332 -2.104
C -6.260 0.809 -3.236
O -1.957 2.103 -1.990
C -1.245 2.445 -0.802
C -1.174 1.267 0.157
O -3.359 2.404 -3.771
C -4.153 3.292 -4.547
C -4.523 4.581 -3.845
H -5.741 0.696 -1.141
H -5.387 -0.760 -2.070
H -6.365 1.898 -3.209
H -7.258 0.374 -3.161
H -5.831 0.540 -4.206
H -1.690 3.324 -0.327
H -0.233 2.732 -1.096
H -2.131 0.755 0.269
H -0.833 1.594 1.140
H -0.466 0.520 -0.219
H -5.049 2.767 -4.885
H -3.575 3.530 -5.446
H -5.097 4.391 -2.932
H -5.129 5.210 -4.501
H -3.624 5.138 -3.558
O 1.676 -2.814 -4.143
P 1.558 -3.347 -2.711
O 0.562 -4.629 -3.061
C 1.064 -5.698 -3.842
C 2.029 -6.564 -3.055
O 0.391 -2.279 -2.209
C 0.182 -1.057 -2.912
C -0.838 -1.230 -4.029
O 1.557 -3.893 -1.084
C 2.776 -4.303 -0.475
C 3.995 -3.528 -0.926
H 1.540 -5.319 -4.752
H 0.207 -6.303 -4.148
H 2.956 -6.018 -2.852
H 2.288 -7.468 -3.609
H 1.595 -6.853 -2.093
H 1.129 -0.664 -3.289
H -0.194 -0.325 -2.194
H -0.666 -2.132 -4.619
H -0.825 -0.365 -4.697
H -1.844 -1.323 -3.607
H 2.917 -5.373 -0.644
H 2.652 -4.173 0.604
H 4.155 -3.622 -2.007
H 4.888 -3.897 -0.418
H 3.880 -2.462 -0.703

Summary:
total charge = -1
E_LUMO = 0.0033 hartree
HOMO energy = -4.8 eV
Kohn-Sham gap = 4.9 eV

2.
Entry from the Open Molecules 2025 dataset: a molecular structure, C22H44BBrF7N3O8PS2 (ωB97M-V with the def2-TZVPD basis set).

CARTESIAN COORDINATES (ANGSTROEM)
C 1.041 -1.043 5.244
C -0.497 -1.234 4.825
C -0.508 -1.562 3.229
O 0.270 -0.541 2.614
C -0.102 -0.181 1.279
B -0.125 -1.610 0.424
C 1.137 -2.654 0.535
O -1.177 -1.996 -0.470
C -1.540 0.519 1.319
C -1.751 1.678 0.179
O -1.924 0.866 -1.011
C -3.148 2.343 0.683
O -4.228 1.345 0.664
C -4.813 1.269 1.986
C -6.061 0.287 2.099
C -0.520 2.726 0.080
Br -1.118 4.472 0.914
S -0.484 3.302 -1.736
C -2.216 3.726 -2.352
O 0.170 4.672 -1.869
O 0.019 2.289 -2.708
N 0.792 2.242 0.624
P 2.259 2.698 -0.426
N 3.651 2.326 0.301
S 1.171 2.635 2.299
O 2.198 1.664 2.850
O 0.006 2.435 3.249
C 1.855 4.314 2.687
F 2.046 5.185 1.601
F 0.845 4.989 3.450
C 3.083 4.342 3.757
F 2.806 3.616 4.920
F 3.076 5.700 4.199
C 4.538 4.124 3.165
F 4.912 2.781 3.000
F 4.851 4.931 2.061
F 5.422 4.591 4.177
C 0.894 0.717 0.462
H 1.275 0.077 5.174
H 1.189 -1.464 6.286
H 1.684 -1.633 4.498
H -1.015 -2.114 5.332
H -1.093 -0.262 4.965
H -0.061 -2.625 3.170
H -1.607 -1.632 2.954
H 1.547 -2.953 -0.485
H 1.944 -2.281 1.256
H 0.705 -3.605 1.003
H -1.962 -2.275 0.052
H -1.867 0.889 2.356
H -2.324 -0.276 1.046
H -2.837 0.923 -1.352
H -3.521 3.183 0.022
H -3.092 2.626 1.796
H -5.197 2.320 2.264
H -4.057 0.941 2.787
H -6.436 0.370 3.185
H -6.940 0.600 1.447
H -5.781 -0.819 1.970
H -2.991 2.955 -2.079
H -2.113 3.696 -3.497
H -2.518 4.784 -2.061
H 2.265 1.864 -1.603
H 2.336 4.093 -0.693
H 4.186 3.195 0.387
H 0.673 0.545 -0.659
H 1.954 0.327 0.620
C 0.199 -1.728 -3.855
C -0.120 -3.077 -4.486
N 1.001 -3.686 -5.191
C 0.616 -4.852 -5.984
C 0.091 -6.078 -5.238
C 2.231 -3.841 -4.425
C 2.167 -4.679 -3.145
H 0.552 -1.013 -4.603
H -0.703 -1.314 -3.394
H 0.953 -1.811 -3.067
H -0.932 -2.909 -5.202
H -0.521 -3.741 -3.709
H 1.461 -5.156 -6.612
H -0.156 -4.533 -6.694
H 0.897 -6.639 -4.764
H -0.392 -6.759 -5.945
H -0.650 -5.822 -4.479
H 2.601 -2.846 -4.157
H 3.015 -4.250 -5.071
H 1.270 -4.479 -2.553
H 3.031 -4.454 -2.512
H 2.209 -5.747 -3.361

Summary:
total charge = +1
E_LUMO = -0.1864 hartree
HOMO energy = -9.7 eV
Kohn-Sham gap = 4.7 eV

3.
Entry from the Open Molecules 2025 dataset: 5 unconnected molecules or ions with the total composition C22H44BNO16S4 (ωB97M-V with the def2-TZVPD basis set).

CARTESIAN COORDINATES (ANGSTROEM)
H -5.562 0.643 -1.202
N -4.959 0.216 -1.898
C -4.205 -0.644 -1.348
C -3.209 -1.396 -2.160
C -3.386 -2.899 -2.178
C -2.606 -3.685 -2.946
B -1.478 -3.101 -3.890
O -1.529 -3.400 -5.239
O -0.486 -2.268 -3.459
C 0.095 -2.553 -2.189
C 1.153 -3.629 -2.278
C -2.828 -5.170 -2.949
O -2.477 -5.854 -3.891
C -3.455 -5.743 -1.738
C -4.212 -4.969 -0.964
C -4.449 -3.561 -1.375
O -5.503 -3.020 -1.073
H -4.300 -0.822 -0.283
H -3.297 -1.021 -3.173
H -2.219 -1.189 -1.769
H -1.521 -2.569 -5.721
H -0.641 -2.790 -1.423
H 0.585 -1.641 -1.861
H 2.030 -3.230 -2.773
H 1.476 -3.902 -1.281
H 0.817 -4.508 -2.817
H -3.277 -6.786 -1.537
H -4.680 -5.335 -0.070
C -2.315 4.297 0.853
C -1.347 3.479 0.024
O -0.571 2.553 0.824
S -1.300 1.261 1.382
C 0.135 0.404 1.926
O -1.899 0.565 0.281
O -2.092 1.611 2.520
H -3.090 3.673 1.297
H -2.799 5.044 0.224
H -1.792 4.802 1.665
H -1.862 2.934 -0.769
H -0.623 4.137 -0.446
H 0.751 0.156 1.067
H -0.202 -0.503 2.425
H 0.674 1.036 2.629
C 7.314 -6.237 -2.459
C 5.975 -6.414 -3.147
O 5.017 -7.129 -2.337
S 4.361 -6.363 -1.108
C 3.105 -7.542 -0.754
O 3.767 -5.152 -1.588
O 5.287 -6.328 -0.019
H 7.233 -5.593 -1.585
H 8.028 -5.783 -3.148
H 7.704 -7.198 -2.125
H 5.550 -5.455 -3.449
H 6.093 -7.017 -4.044
H 2.415 -7.588 -1.593
H 2.593 -7.200 0.142
H 3.572 -8.507 -0.575
C -2.578 9.671 -0.993
C -2.395 8.585 -2.034
O -1.024 8.443 -2.465
S 0.002 7.753 -1.466
C 1.326 7.551 -2.606
O -0.517 6.471 -1.093
O 0.392 8.689 -0.460
H -2.074 9.421 -0.061
H -3.638 9.806 -0.779
H -2.165 10.616 -1.347
H -2.766 7.623 -1.678
H -2.949 8.835 -2.936
H 1.022 6.858 -3.385
H 2.167 7.148 -2.045
H 1.581 8.522 -3.020
C -1.010 1.361 7.037
C 0.001 2.465 6.802
O 1.342 2.098 7.201
S 2.136 1.079 6.278
C 3.718 1.275 7.021
O 2.160 1.595 4.942
O 1.671 -0.249 6.528
H -0.815 0.499 6.402
H -2.013 1.723 6.815
H -0.975 1.022 8.073
H 0.007 2.785 5.759
H -0.246 3.333 7.409
H 4.064 2.291 6.856
H 4.384 0.563 6.539
H 3.635 1.054 8.082

Summary:
total charge = 0
E_LUMO = -0.0363 hartree
HOMO energy = -9.5 eV
Kohn-Sham gap = 8.5 eV

4.
Entry from the Open Molecules 2025 dataset: 10 unconnected molecules or ions with the total composition C22H44Cl2F12N3O12 (ωB97M-V with the def2-TZVPD basis set).

CARTESIAN COORDINATES (ANGSTROEM)
N -0.087 -2.679 -0.882
H -0.488 -2.399 0.067
H 0.203 -3.648 -0.784
H 0.651 -2.076 -1.273
H -0.833 -2.680 -1.610
N 2.854 0.211 -0.713
H 3.287 1.082 -1.039
H 3.541 -0.531 -0.615
H 2.148 -0.078 -1.450
H 2.317 0.322 0.192
N -0.855 0.635 -1.085
H -1.016 1.613 -1.324
H -0.111 0.307 -1.765
H -1.653 0.018 -1.272
H -0.418 0.590 -0.133
O 1.058 0.216 1.308
C 0.298 0.063 2.486
C 0.331 -1.271 3.237
O -0.282 -2.297 2.602
H -0.758 0.314 2.263
H 0.735 0.840 3.160
H 0.023 -1.099 4.297
H 1.383 -1.581 3.447
O 0.997 -0.529 -2.680
C 0.507 -1.256 -3.773
C -1.023 -1.445 -3.879
O -1.780 -1.995 -2.892
H 1.108 -2.197 -3.802
H 0.913 -0.823 -4.719
H -1.184 -2.040 -4.802
H -1.363 -0.393 -4.046
C 2.080 1.987 -4.580
C 0.665 2.291 -4.960
O 0.310 3.641 -4.551
C -0.364 3.841 -3.479
O -0.566 3.006 -2.686
C -0.950 5.241 -3.283
F -0.331 6.159 -4.059
F -2.265 5.263 -3.467
F -0.690 5.639 -2.008
H 2.388 1.025 -4.994
H 2.177 1.908 -3.496
H 2.828 2.692 -4.950
H -0.045 1.609 -4.486
H 0.488 2.177 -6.029
C 2.866 6.447 -0.363
C 2.986 4.958 -0.616
O 3.918 4.860 -1.741
C 4.093 3.647 -2.179
O 3.632 2.681 -1.695
C 5.144 3.547 -3.303
F 6.332 3.880 -2.849
F 5.161 2.331 -3.809
F 4.758 4.384 -4.289
H 2.475 6.997 -1.217
H 3.802 6.911 -0.051
H 2.165 6.598 0.463
H 2.053 4.577 -1.029
H 3.368 4.443 0.261
C 3.487 -2.693 3.592
C 3.705 -2.393 2.110
O 4.037 -3.569 1.346
C 4.066 -3.424 0.050
O 3.539 -2.547 -0.551
C 4.793 -4.599 -0.645
F 5.945 -4.124 -1.139
F 5.050 -5.576 0.180
F 4.103 -5.021 -1.692
H 2.678 -2.052 3.931
H 4.382 -2.397 4.152
H 3.313 -3.729 3.874
H 4.475 -1.625 2.035
H 2.757 -1.987 1.742
C 2.864 1.978 3.048
C 4.365 1.806 3.335
O 5.248 2.337 2.343
C 5.868 1.556 1.497
O 5.443 0.544 1.099
C 7.243 2.108 1.064
F 7.637 3.130 1.819
F 8.188 1.167 1.105
F 7.139 2.486 -0.228
H 2.255 1.545 3.838
H 2.691 1.436 2.115
H 2.611 3.038 3.008
H 4.518 0.753 3.568
H 4.584 2.397 4.225
Cl 5.823 -0.875 -2.003
C 5.337 -1.989 -3.301
C 6.484 -2.239 -4.256
Cl 6.929 -0.783 -5.177
H 4.563 -1.511 -3.900
H 4.963 -2.933 -2.930
H 6.181 -3.006 -4.973
H 7.338 -2.708 -3.766

Summary:
total charge = -1
E_LUMO = 0.0765 hartree
HOMO energy = -2.9 eV
Kohn-Sham gap = 4.9 eV

5.
Entry from the Open Molecules 2025 dataset: 6 unconnected molecules or ions with the total composition C22H44Cl2O5 (ωB97M-V with the def2-TZVPD basis set).

CARTESIAN COORDINATES (ANGSTROEM)
C 2.877 3.443 2.837
C 2.936 1.916 3.129
C 3.668 1.376 1.849
O 3.709 2.401 0.931
C 3.791 3.647 1.630
H 3.261 4.049 3.633
H 1.803 3.725 2.689
H 1.868 1.534 3.125
H 3.544 1.632 4.058
H 3.137 0.542 1.391
H 4.696 1.017 2.157
H 3.560 4.516 0.957
H 4.731 3.822 2.084
C -2.507 -2.274 -3.085
C -2.641 -0.862 -3.603
C -3.879 -0.391 -2.840
O -4.703 -1.502 -2.818
C -3.924 -2.690 -2.742
H -1.925 -2.248 -2.150
H -1.876 -2.906 -3.758
H -2.888 -0.890 -4.645
H -1.790 -0.247 -3.423
H -4.474 0.416 -3.219
H -3.659 0.008 -1.856
H -4.223 -3.423 -3.432
H -3.984 -3.009 -1.747
C 2.537 -3.894 -3.121
C 2.847 -2.964 -4.332
C 1.510 -2.256 -4.425
O 0.856 -2.297 -3.199
C 1.679 -3.059 -2.237
H 3.385 -4.306 -2.555
H 1.946 -4.700 -3.473
H 3.114 -3.583 -5.138
H 3.614 -2.291 -4.021
H 0.911 -2.891 -5.114
H 1.606 -1.251 -4.790
H 1.126 -3.650 -1.514
H 2.266 -2.348 -1.618
C -0.749 0.252 -0.719
C -0.147 1.462 -1.501
C 0.983 1.825 -0.526
O 0.286 1.755 0.688
C -0.307 0.503 0.750
H -0.311 -0.640 -1.194
H -1.846 0.229 -0.920
H -0.891 2.305 -1.492
H 0.256 1.274 -2.487
H 1.456 2.788 -0.630
H 1.774 1.086 -0.446
H -1.140 0.469 1.512
H 0.509 -0.131 1.173
C -1.923 -2.756 4.590
C -0.987 -1.623 4.915
C -1.101 -0.649 3.759
O -2.048 -1.209 2.787
C -2.013 -2.585 3.044
H -2.933 -2.591 4.959
H -1.505 -3.775 4.721
H 0.071 -1.916 5.048
H -1.304 -1.082 5.824
H -0.101 -0.478 3.385
H -1.495 0.260 4.180
H -1.145 -2.954 2.502
H -2.930 -2.966 2.532
Cl -2.976 5.348 1.682
C -1.680 4.205 1.341
C -0.498 4.844 0.566
Cl 0.259 6.242 1.406
H -2.113 3.399 0.735
H -1.380 3.700 2.235
H -0.827 5.171 -0.402
H 0.250 4.128 0.369

Summary:
total charge = 0
E_LUMO = 0.0179 hartree
HOMO energy = -9.4 eV
Kohn-Sham gap = 9.9 eV

6.
Entry from the Open Molecules 2025 dataset: a molecular structure, C22H44N3OP3RhS (ωB97M-V with the def2-TZVPD basis set).

CARTESIAN COORDINATES (ANGSTROEM)
Rh -0.831 -0.493 0.402
P -2.307 -0.007 2.065
P -0.929 -2.505 -0.704
P -1.826 0.750 -1.163
H 1.881 -0.137 0.472
C 1.037 0.517 0.209
C 0.361 1.093 1.322
H 0.696 0.764 2.313
C -1.578 -0.347 3.689
C -3.816 -0.993 1.878
C -2.873 1.730 2.173
C 0.565 -2.467 -1.764
C -0.723 -4.145 0.077
C -2.427 -2.792 -1.727
C -1.486 2.526 -0.926
C -3.628 0.635 -1.416
C -1.153 0.411 -2.823
H 1.077 1.045 -0.751
H -0.063 2.101 1.256
H -0.633 0.204 3.791
H -1.369 -1.418 3.795
H -2.280 -0.032 4.469
H -3.555 -2.059 1.835
H -4.344 -0.721 0.955
H -4.472 -0.814 2.739
H -2.017 2.401 2.309
H -3.529 1.825 3.050
H -3.437 2.040 1.284
H 0.604 -3.365 -2.394
H 1.447 -2.453 -1.110
H 0.581 -1.573 -2.395
H -0.605 -4.904 -0.708
H -1.603 -4.393 0.682
H 0.169 -4.149 0.711
H -2.438 -3.838 -2.067
H -2.475 -2.133 -2.601
H -3.321 -2.627 -1.110
H -1.926 3.076 -1.766
H -0.406 2.710 -0.909
H -1.920 2.897 0.009
H -3.879 1.242 -2.298
H -4.189 1.020 -0.556
H -3.932 -0.402 -1.610
H -1.553 1.159 -3.520
H -1.436 -0.584 -3.174
H -0.061 0.485 -2.814
C 1.865 4.260 -4.346
C 2.536 3.970 -5.547
C 3.687 4.681 -5.889
C 4.171 5.684 -5.045
C 3.508 5.981 -3.849
C 2.354 5.270 -3.491
S 0.417 3.391 -3.935
H 0.863 2.121 -4.192
H 2.137 3.187 -6.189
H 4.210 4.453 -6.822
H 5.071 6.242 -5.318
H 3.881 6.764 -3.189
H 1.824 5.476 -2.568
C 4.372 -1.631 4.067
N 3.095 -2.277 3.814
C 2.690 -3.370 4.501
C 1.426 -3.848 4.289
C 0.623 -3.149 3.342
N 1.073 -2.200 2.525
C 2.344 -1.733 2.752
O 2.887 -0.846 2.073
N -0.725 -3.428 3.286
H 4.953 -1.579 3.143
H 4.942 -2.158 4.842
H 4.201 -0.593 4.375
H 3.436 -3.777 5.191
H 1.012 -4.699 4.820
H -1.050 -4.257 3.774
H -1.203 -3.209 2.413

Summary:
total charge = +3
⟨S²⟩ = 6.024
spin multiplicity = 5
E_LUMO (alpha / beta) = -0.2815 / -0.4329 hartree
HOMO energy (alpha / beta) = -14.9 / -15.4 eV
Kohn-Sham gap (alpha / beta) = 7.3 / 3.6 eV